(1)
The following is a quantum chemistry calculation of a structure of composition C3H5DyO3, from OMol25.

```
12
Properties=species:S:1:pos:R:3:forces:R:3
H -2.494743 1.827469 1.411649 -0.2 0.1 0.0
O 1.088279 -0.009949 0.368110 -0.4 1.0 0.6
C 1.077829 -0.932918 -0.589836 -0.4 -0.6 0.4
C -0.299963 0.599452 0.504147 0.8 -0.4 -0.3
O 2.119222 -1.574036 -0.736055 0.6 0.3 -0.1
O -0.054385 -1.088724 -1.161114 0.1 0.1 -0.2
C -1.042484 -0.136022 -0.623196 -0.2 -0.1 -0.1
Dy 3.643441 -0.475789 0.723252 -0.5 -0.4 -0.5
H -0.164830 1.665643 0.315059 -0.2 -0.2 0.3
H -0.646258 0.336100 1.504634 0.1 0.3 -0.2
H -1.337448 0.517131 -1.446018 0.0 -0.2 0.1
H -1.888665 -0.728360 -0.270635 0.2 0.1 -0.1
```
Positions in Å, forces in eV/Å.

Spin multiplicity   6
Gap between HOMO and LUMO (spin up / spin down)   10.1 / 7.5 eV
Charge   +2
HOMO (spin up / spin down)   -18.8 / -17.2 eV
Energy above the lowest of the compared OMol25 structures with the same formula, charge and spin   15.9 kJ/mol


(2)
The following is a quantum chemistry calculation of a cluster of 2 separate species, C4H8N2O in total, from OMol25.

```
15
Properties=species:S:1:pos:R:3:forces:R:3
C 0.514957 -1.201782 -0.587561 -0.1 0.2 -0.1
C 1.557361 -0.301485 0.033574 -0.2 -0.5 -0.1
N 2.482454 -0.952371 0.772159 0.4 -0.1 0.2
O 1.579063 0.903691 -0.098032 0.0 0.5 -0.1
H -0.132369 -1.594604 0.194129 -0.1 -0.1 0.0
H 0.988845 -2.033753 -1.102420 0.0 -0.1 0.0
H -0.089550 -0.635231 -1.289609 0.0 0.0 0.0
H 3.201569 -0.419699 1.232735 -0.1 0.0 0.0
H 2.463075 -1.948081 0.897701 0.0 0.0 0.0
C -2.924533 1.006867 0.357226 -0.7 -0.5 0.5
C -1.870850 1.541418 -0.179334 0.6 0.5 -0.5
N -1.000689 2.132406 -0.774937 -0.1 0.3 -0.3
H -3.397819 0.147883 -0.080906 0.0 -0.2 -0.2
H -3.358131 1.413454 1.251473 0.0 0.1 0.2
H -0.013384 1.941286 -0.626198 0.1 -0.3 0.2
```
Positions in Å, forces in eV/Å.

Gap between HOMO and LUMO   9.2 eV
SMILES   CC(N)=O.C=C=N
HOMO   -8.5 eV
Energy above the lowest of the compared OMol25 structures with the same formula, charge and spin   160.9 kJ/mol


(3)
The following is a quantum chemistry calculation of a structure of composition C9H20LiN4O9, from OMol25.

```
43
Properties=species:S:1:pos:R:3:forces:R:3
Li 7.870911 -22.100713 12.657540 0.3 -0.1 0.4
C 5.211795 -22.085707 9.096508 0.9 0.2 -0.1
C 6.700011 -21.901415 9.446810 0.4 0.5 0.2
C 7.273687 -20.519896 9.287874 0.7 0.9 1.0
C 7.423889 -20.034514 7.902279 0.8 1.0 -0.5
N 8.289621 -18.732863 7.731564 -3.1 1.0 0.5
C 9.748849 -19.032544 8.075622 -0.3 0.7 0.6
C 10.574587 -18.404598 6.974974 -0.4 1.3 -1.2
C 9.571553 -17.803192 5.922143 0.2 -0.3 -0.1
C 8.189680 -18.307884 6.286220 0.8 0.7 -0.1
C 7.655169 -17.432322 8.512794 1.2 -1.9 0.6
H 4.499692 -21.462020 9.636900 0.3 -0.2 0.7
H 5.012826 -23.148486 9.234393 -0.5 0.1 -0.2
H 5.039838 -21.736991 8.078211 0.1 -0.6 -0.4
H 7.382904 -22.525202 8.870051 -0.4 -0.7 -0.1
H 6.974625 -22.031027 10.493651 -0.8 -0.9 0.0
H 8.256361 -20.539574 9.759111 0.1 0.0 0.3
H 6.649591 -19.868862 9.900048 0.0 0.5 -0.1
H 6.414209 -19.948795 7.500666 0.4 0.6 -0.8
H 8.091752 -20.643446 7.292967 -0.7 -0.8 -0.1
H 9.919161 -18.538194 9.032022 0.1 0.0 0.0
H 9.984479 -20.073276 8.298015 -0.6 -0.2 -0.3
H 11.076419 -17.554130 7.436458 0.5 -0.1 -0.3
H 11.286537 -19.030568 6.437028 0.0 -0.3 0.5
H 9.602038 -16.715701 5.854837 0.0 0.2 0.6
H 9.705795 -18.055929 4.870381 0.6 -0.5 0.0
H 7.526667 -17.446477 6.205670 -0.6 -0.3 0.0
H 7.880731 -19.098544 5.602465 -0.1 -0.3 0.5
H 8.188151 -16.523431 8.233607 0.2 -0.3 -0.3
H 7.772946 -17.626611 9.578858 0.3 -0.1 0.0
H 6.586405 -17.282780 8.359606 0.1 -0.6 -0.7
N 7.876340 -24.295098 13.971886 1.6 -1.3 1.3
O 8.365195 -23.238399 14.423481 -0.3 0.7 0.1
O 7.486270 -24.358276 12.832719 -1.3 1.2 -3.3
O 7.890305 -25.348439 14.611417 0.0 -0.3 1.6
N 6.190693 -20.286195 13.162628 2.4 -1.5 -1.1
O 7.410826 -20.109850 12.961528 1.5 0.5 -0.1
O 5.491892 -19.419701 13.537633 -2.6 3.2 1.4
O 5.779632 -21.413921 12.921391 -1.2 -2.4 -0.5
N 10.824126 -21.635984 11.210186 -0.2 0.5 -0.8
O 11.730873 -22.395840 11.419795 1.7 -2.0 0.9
O 9.664577 -21.903673 11.530246 -1.8 -0.4 0.6
O 11.060595 -20.593441 10.599384 -0.1 1.9 -1.0
```
Positions in Å, forces in eV/Å.

Spin multiplicity   2
Gap between HOMO and LUMO (spin up / spin down)   3.2 / 8.0 eV
Charge   -2
HOMO (spin up / spin down)   1.5 / -3.2 eV
Energy above the lowest of the compared OMol25 structures with the same formula, charge and spin   57.5 kJ/mol